# 1
# C52H104O13

A 13-piece molecular cluster, C52H104O13 overall in a non-equilibrium geometry (ωB97M-V/def2-TZVPD, the Open Molecules 2025 dataset).

Results
- LUMO energy: 0.1448 eV
- E_HOMO: -9.09 eV
- Energy relative to the best compared isomer or geometry (same formula, charge and spin): 144.8 kcal per mole
- Net charge: 0
- F_max: 4.19 eV/A

Last column: Löwdin charge in e.
Positions of all 169 atoms, in Å:
C (-0.6670, -1.2935, 0.0214)  -0.190
C (0.0886, -0.9233, -1.2231)  -0.178
C (0.3721, 0.5311, -1.0397)  -0.251
O (0.5663, 0.5967, 0.3113)  -0.138
C (-0.1589, -0.4088, 1.1123)  -0.131
H (-0.5692, -2.3176, 0.3816)  0.110
H (-1.7261, -1.1224, -0.1712)  0.113
H (-0.3269, -1.1564, -2.2034)  0.107
H (1.0187, -1.4906, -1.2560)  0.091
H (-0.4865, 1.1300, -1.3436)  0.119
H (1.1851, 0.9098, -1.6590)  0.127
H (-0.9842, -0.0215, 1.7098)  0.118
H (0.5634, -0.8610, 1.7920)  0.115
C (-5.9240, 0.2298, 3.1224)  -0.198
C (-7.0401, -0.6670, 2.8918)  -0.210
C (-6.5038, -2.0349, 3.3449)  -0.227
O (-5.8999, -1.7061, 4.5371)  -0.150
C (-5.4988, -0.2558, 4.5708)  -0.103
H (-6.0076, 1.3024, 2.9477)  0.115
H (-5.0780, 0.0972, 2.4479)  0.107
H (-7.3882, -0.6393, 1.8592)  0.113
H (-7.9686, -0.3131, 3.3398)  0.118
H (-5.7329, -2.3373, 2.6361)  0.096
H (-7.1918, -2.8692, 3.4819)  0.125
H (-4.4347, -0.0276, 4.6321)  0.106
H (-6.1050, 0.2834, 5.2988)  0.110
C (-4.1129, 6.8763, -2.8525)  -0.215
C (-5.3056, 6.3687, -3.5512)  -0.178
C (-4.9471, 4.9179, -3.9900)  -0.177
O (-3.7162, 4.6007, -3.3004)  -0.169
C (-3.3945, 5.6627, -2.3373)  -0.166
H (-4.3387, 7.5932, -2.0631)  0.114
H (-3.4102, 7.4843, -3.4222)  0.113
H (-5.5593, 7.0280, -4.3813)  0.109
H (-6.2047, 6.3144, -2.9374)  0.109
H (-4.8490, 4.8995, -5.0754)  0.116
H (-5.7223, 4.2833, -3.5605)  0.107
H (-2.3119, 5.6866, -2.2132)  0.123
H (-3.9583, 5.3244, -1.4679)  0.116
C (1.4315, 3.3006, 8.6582)  -0.172
C (1.3030, 1.8955, 8.1389)  -0.177
C (0.4225, 2.0463, 6.9318)  -0.276
O (0.1205, 3.3499, 6.8608)  -0.126
C (1.0036, 4.2289, 7.5231)  -0.167
H (2.4609, 3.4775, 8.9700)  0.108
H (0.8080, 3.6008, 9.5003)  0.112
H (0.8037, 1.2702, 8.8790)  0.110
H (2.2607, 1.4142, 7.9405)  0.105
H (-0.4639, 1.4636, 7.1827)  0.122
H (0.9657, 1.5074, 6.1555)  0.115
H (0.4791, 5.1117, 7.8888)  0.129
H (1.8164, 4.4276, 6.8244)  0.115
C (0.3193, -4.6908, -3.0138)  -0.157
C (1.0740, -3.6579, -3.8524)  -0.198
C (0.2090, -3.1412, -4.9110)  -0.231
O (-0.5380, -4.3131, -5.2281)  -0.130
C (-0.7959, -5.0020, -3.9535)  -0.173
H (0.0896, -4.2109, -2.0625)  0.095
H (0.9737, -5.5493, -2.8634)  0.114
H (1.8022, -4.2399, -4.4173)  0.121
H (1.5942, -2.9122, -3.2513)  0.102
H (0.6370, -2.7123, -5.8170)  0.129
H (-0.4713, -2.3656, -4.5592)  0.100
H (-0.8773, -6.0629, -4.1901)  0.121
H (-1.7615, -4.7229, -3.5316)  0.105
C (3.5058, -4.0853, -0.3192)  -0.207
C (4.6112, -4.9088, 0.2553)  -0.176
C (5.7966, -3.9590, 0.3050)  -0.198
O (5.2671, -2.6833, -0.0949)  -0.142
C (3.8177, -2.6797, -0.0079)  -0.185
H (2.5544, -4.5576, -0.0745)  0.118
H (3.6689, -4.2764, -1.3799)  0.109
H (4.9360, -5.7435, -0.3659)  0.118
H (4.5237, -5.1089, 1.3232)  0.112
H (6.6376, -4.2895, -0.3045)  0.114
H (6.3035, -3.9467, 1.2699)  0.110
H (3.3085, -2.0671, -0.7518)  0.109
H (3.5190, -2.4063, 1.0041)  0.120
C (-5.8127, 0.1693, -5.9126)  -0.152
C (-5.4264, -1.2237, -5.4187)  -0.168
C (-5.5053, -1.1121, -3.9069)  -0.189
O (-5.3347, 0.2799, -3.7046)  -0.152
C (-5.1512, 1.0530, -4.8460)  -0.207
H (-6.8795, 0.3785, -5.8336)  0.114
H (-5.3819, 0.4957, -6.8592)  0.105
H (-4.3786, -1.3059, -5.7076)  0.104
H (-5.9672, -2.0568, -5.8677)  0.112
H (-4.6598, -1.6716, -3.5068)  0.108
H (-6.4874, -1.3635, -3.5065)  0.121
H (-4.0639, 1.0935, -4.9115)  0.093
H (-5.4908, 2.0870, -4.7858)  0.115
C (2.6893, -3.5897, 6.6217)  -0.164
C (3.6743, -2.8131, 7.5319)  -0.167
C (4.9604, -2.9497, 6.8315)  -0.227
O (4.8111, -3.9030, 5.7725)  -0.121
C (3.4473, -3.8033, 5.3498)  -0.226
H (1.8395, -2.9549, 6.3707)  0.108
H (2.3834, -4.5559, 7.0229)  0.113
H (3.6582, -3.1651, 8.5634)  0.110
H (3.4318, -1.7574, 7.6533)  0.102
H (5.7293, -3.3711, 7.4791)  0.120
H (5.3703, -1.9954, 6.5008)  0.117
H (3.0519, -4.6930, 4.8598)  0.121
H (3.2502, -2.9460, 4.7062)  0.112
C (-0.6831, 1.3064, -7.1663)  -0.178
C (-0.7472, 0.6935, -5.7543)  -0.168
C (-1.4682, 1.8009, -5.0574)  -0.207
O (-2.3140, 2.5298, -6.0068)  -0.150
C (-2.0670, 1.8888, -7.2956)  -0.195
H (-0.4806, 0.6543, -8.0159)  0.112
H (0.0962, 2.0605, -7.2760)  0.115
H (0.2659, 0.5232, -5.3898)  0.110
H (-1.2536, -0.2711, -5.7885)  0.102
H (-0.7598, 2.5376, -4.6786)  0.120
H (-2.0134, 1.4860, -4.1676)  0.110
H (-2.2756, 2.6000, -8.0949)  0.122
H (-2.7392, 1.0425, -7.4373)  0.105
C (5.9357, -0.6789, -5.5231)  -0.192
C (4.9919, -0.6924, -4.3360)  -0.134
C (5.5605, -1.8921, -3.5244)  -0.199
O (6.6668, -2.4113, -4.2678)  -0.153
C (6.4421, -2.0804, -5.6670)  -0.197
H (6.7841, 0.0013, -5.5984)  0.120
H (5.3712, -0.5726, -6.4494)  0.108
H (3.9391, -0.8514, -4.5695)  0.101
H (5.1301, 0.1849, -3.7040)  0.106
H (4.9087, -2.6795, -3.1459)  0.100
H (6.0081, -1.5875, -2.5784)  0.107
H (5.8112, -2.8936, -6.0259)  0.118
H (7.2875, -2.0635, -6.3547)  0.117
C (-3.6662, -5.3500, 0.7640)  -0.177
C (-2.8260, -5.1111, -0.4609)  -0.194
C (-3.1772, -3.6955, -0.7744)  -0.194
O (-3.6699, -3.0941, 0.4847)  -0.141
C (-3.4442, -4.0495, 1.5095)  -0.206
H (-3.3257, -6.1712, 1.3947)  0.113
H (-4.6628, -5.6722, 0.4622)  0.123
H (-3.1184, -5.8397, -1.2170)  0.118
H (-1.7532, -5.0697, -0.2724)  0.110
H (-3.8921, -3.6056, -1.5923)  0.112
H (-2.3131, -3.1664, -1.1763)  0.085
H (-4.2188, -3.9588, 2.2710)  0.111
H (-2.4243, -3.9502, 1.8811)  0.122
C (4.5606, 2.0278, 3.4379)  -0.204
C (5.1435, 1.2597, 2.2856)  -0.170
C (4.3629, 1.8600, 1.1899)  -0.234
O (4.4002, 3.2035, 1.5351)  -0.151
C (4.3852, 3.4416, 2.9634)  -0.160
H (5.0183, 1.9493, 4.4241)  0.112
H (3.6047, 1.6705, 3.8210)  0.106
H (4.9332, 0.1995, 2.4261)  0.112
H (6.2292, 1.3563, 2.2795)  0.124
H (3.3360, 1.5075, 1.2859)  0.119
H (4.7610, 1.7693, 0.1793)  0.132
H (3.5132, 4.0259, 3.2571)  0.100
H (5.3127, 3.9739, 3.1743)  0.119
C (0.9696, 5.2666, 2.3685)  -0.191
C (1.5511, 6.6256, 2.0083)  -0.136
C (0.8576, 7.5864, 3.0261)  -0.194
O (0.8078, 6.7719, 4.1839)  -0.152
C (0.5073, 5.4259, 3.7528)  -0.200
H (1.7673, 4.5344, 2.2440)  0.086
H (0.2337, 4.8980, 1.6538)  0.115
H (1.3929, 6.8837, 0.9611)  0.108
H (2.6185, 6.5687, 2.2213)  0.109
H (-0.1302, 7.9755, 2.7795)  0.112
H (1.4544, 8.4575, 3.2964)  0.113
H (-0.5763, 5.3356, 3.8278)  0.121
H (0.9333, 4.7230, 4.4687)  0.106

Cartesian forces (eV/Å) of the 2 atoms listed first:
C -1.5 -1.3 0.0
C 1.0 -1.3 -1.3

# 2
# C2H2NOS

An isolated ion of composition C2H2NOS and charge +1 in a non-equilibrium geometry (ωB97M-V/def2-TZVPD, the Open Molecules 2025 dataset).

Results
- LUMO energy: -6.6725 eV
- E_HOMO: -17.39 eV
- Energy relative to the best compared isomer or geometry (same formula, charge and spin): 7.5 kcal per mole
- Net charge: +1
- F_max: 4.54 eV/A

Last column: Löwdin charge in e.
Positions of all 7 atoms, in Å:
C (-0.6599, 0.2731, 0.8862)  -0.303
C (0.2740, 0.2155, -1.0267)  -0.128
N (0.2345, -0.3334, 0.1406)  0.126
O (-0.4570, 1.2933, -1.1727)  -0.239
S (-1.3393, 1.6129, 0.1648)  1.306
H (-0.7242, -0.0352, 1.8815)  0.106
H (0.8456, 0.0339, -1.8113)  0.131

Cartesian forces (eV/Å) of the 2 atoms listed first:
C 0.7 0.6 -0.3
C -2.0 1.8 3.1